C14H30AgN2NiO10 as an isolated structure at a distorted geometry. Source: OMol25; level of theory: the ωB97M-V functional and the def2-TZVPD basis.

```
! wB97M-V def2-TZVPD RIJCOSX def2/J DEFGRID3
* xyz 1 5
Ag -17.52 -9.47 -2.29
Ni -16.85 -12.88 -2.62
C -18.10 -10.72 -4.66
O -18.59 -11.00 -5.74
O -17.71 -11.38 -3.73
O -18.11 -9.52 -4.51
C -15.38 -11.00 -1.55
O -14.98 -12.04 -2.10
O -15.31 -9.90 -1.95
O -16.54 -11.30 -1.26
C -17.00 -13.33 8.93
O -18.27 -12.94 8.53
C -18.41 -12.52 7.18
C -19.87 -12.33 6.82
N -20.16 -12.42 5.35
C -19.61 -11.26 4.63
C -19.44 -11.61 3.12
O -18.14 -12.40 3.02
C -17.50 -12.33 1.73
H -16.86 -13.32 10.01
H -16.27 -12.57 8.64
H -16.82 -14.33 8.53
H -17.94 -13.18 6.45
H -17.75 -11.66 7.25
H -20.30 -11.44 7.26
H -20.39 -13.17 7.28
H -21.15 -12.48 5.20
H -18.61 -10.95 4.93
H -20.37 -10.48 4.55
H -19.39 -10.73 2.46
H -20.34 -12.15 2.81
H -17.29 -11.31 1.40
H -18.22 -12.77 1.04
H -16.64 -13.00 1.77
C -15.02 -13.52 -8.08
O -15.62 -12.87 -6.97
C -14.85 -12.69 -5.72
C -14.91 -13.76 -4.69
N -16.36 -14.03 -4.41
C -16.56 -15.41 -3.85
C -15.86 -15.68 -2.49
O -16.03 -14.66 -1.60
C -15.07 -14.69 -0.53
H -15.78 -13.73 -8.82
H -14.44 -14.43 -7.88
H -14.37 -12.83 -8.62
H -15.31 -11.90 -5.13
H -13.83 -12.37 -5.93
H -14.25 -13.75 -3.83
H -14.53 -14.59 -5.28
H -16.66 -14.01 -5.38
H -16.21 -16.12 -4.60
H -17.64 -15.50 -3.79
H -14.82 -15.99 -2.61
H -16.24 -16.62 -2.09
H -15.11 -15.59 0.08
H -15.21 -13.85 0.15
H -14.07 -14.66 -0.96
*
```

Results
E: -3068.05679 a.u.
Largest force on an atom: 9.1 eV/Å
Molar mass: 552.96 g mol⁻¹
HOMO level (spin up / spin down): -10.55 / -10.55 eV
⟨S²⟩: 6.02

These are the Löwdin partial charges, in e, on atoms 1 to 4:
1 Ag 0.944
2 Ni 0.939
3 C -1.019
4 O 0.275

---

A 9-piece molecular cluster, C21H41BBrCl16O3 overall at a distorted geometry. Source: OMol25; level of theory: the ωB97M-V functional and the def2-TZVPD basis.

```
! wB97M-V def2-TZVPD RIJCOSX def2/J DEFGRID3
* xyz -1 1
C -3.68 -3.90 2.24
C -4.91 -3.18 2.72
O -5.94 -3.41 1.76
B -5.72 -2.34 0.75
O -5.51 -1.13 1.65
C -4.89 -1.64 2.75
C -3.58 -0.98 3.11
C -2.92 -0.54 1.91
O -2.43 -1.18 1.10
Br -2.96 1.42 1.69
H -3.94 -4.55 1.48
H -2.93 -3.25 1.88
H -3.23 -4.47 3.01
H -5.27 -3.56 3.64
H -6.70 -2.29 0.01
H -4.63 -2.50 0.14
H -5.53 -1.41 3.57
H -3.78 -0.15 3.72
H -2.95 -1.65 3.64
Cl -0.79 4.09 3.32
C 0.64 3.48 4.20
C 0.71 1.98 4.19
Cl -0.57 1.21 5.16
H 0.61 3.87 5.21
H 1.51 3.88 3.69
H 1.66 1.66 4.61
H 0.63 1.59 3.18
Cl 2.70 -0.30 -2.77
C 1.27 -1.03 -1.98
C 1.11 -0.57 -0.56
Cl 2.40 -1.20 0.50
H 1.38 -2.11 -2.04
H 0.40 -0.73 -2.56
H 0.17 -0.94 -0.17
H 1.12 0.51 -0.49
Cl 4.86 0.23 3.68
C 5.63 -0.23 2.13
C 7.10 -0.46 2.28
Cl 7.99 1.05 2.61
H 5.41 0.54 1.41
H 5.14 -1.15 1.81
H 7.50 -0.87 1.35
H 7.32 -1.16 3.08
Cl -7.95 3.06 -1.03
C -6.63 1.92 -0.61
C -6.71 1.43 0.81
Cl -6.35 2.73 1.99
H -5.69 2.42 -0.80
H -6.72 1.07 -1.28
H -5.96 0.65 0.97
H -7.68 1.03 1.05
Cl 2.78 1.36 7.12
C 4.18 0.74 8.02
C 4.28 -0.76 7.94
Cl 2.97 -1.58 8.82
H 4.09 1.08 9.05
H 5.07 1.19 7.58
H 5.22 -1.08 8.39
H 4.26 -1.10 6.91
Cl 7.97 0.38 -6.25
C 6.52 -0.35 -5.49
C 6.34 0.09 -4.07
Cl 7.61 -0.56 -2.99
H 6.62 -1.43 -5.56
H 5.67 -0.04 -6.08
H 5.39 -0.28 -3.69
H 6.35 1.17 -3.98
Cl 0.65 1.24 -5.74
C 0.79 -0.11 -6.89
C 1.60 -1.24 -6.32
Cl 3.32 -0.82 -6.14
H 1.23 0.27 -7.81
H -0.22 -0.46 -7.10
H 1.56 -2.10 -6.99
H 1.23 -1.54 -5.35
Cl -2.72 0.49 -6.38
C -2.57 2.08 -7.16
C -3.84 2.88 -7.08
Cl -5.14 2.18 -8.09
H -2.26 1.93 -8.19
H -1.77 2.61 -6.64
H -3.66 3.89 -7.45
H -4.21 2.94 -6.06
*
```

Results
E: -11012.54416 a.u.
Largest force on an atom: 3.9 eV/Å
Molar mass: 999.52 g mol⁻¹
HOMO level: -4.69 eV

These are the Löwdin partial charges, in e, on atoms 1 to 4:
1 C -0.037
2 C -0.335
3 O -0.087
4 B -0.573

---

C46H44FeN2O3P3S2 as an isolated structure. Source: OMol25; level of theory: the ωB97M-V functional and the def2-TZVPD basis.

```
! wB97M-V def2-TZVPD RIJCOSX def2/J DEFGRID3
* xyz 2 6
Fe 0.05 0.16 -0.15
C 2.29 -0.57 2.36
C 1.36 -1.77 2.50
P 0.64 -2.20 0.88
C 2.01 -2.81 -0.14
C 1.78 -2.98 -1.50
C 2.74 -3.56 -2.31
C 3.96 -3.94 -1.77
C 4.20 -3.77 -0.42
C 3.23 -3.21 0.40
C -0.34 -3.69 1.19
C -0.94 -4.33 0.11
C -1.64 -5.51 0.31
C -1.75 -6.05 1.59
C -1.15 -5.41 2.66
C -0.45 -4.23 2.47
P 1.33 0.90 1.90
C 0.36 1.38 3.35
C -0.64 2.35 3.24
C -1.27 2.83 4.37
C -0.92 2.34 5.63
C 0.06 1.36 5.74
C 0.71 0.89 4.61
C 2.55 2.20 1.60
C 2.22 3.54 1.82
C 3.16 4.53 1.61
C 4.45 4.20 1.21
C 4.79 2.87 1.00
C 3.85 1.87 1.19
H 3.00 -0.75 1.55
H 2.88 -0.39 3.26
H 0.53 -1.55 3.18
H 1.89 -2.63 2.91
H 0.84 -2.67 -1.95
H 2.55 -3.69 -3.37
H 4.72 -4.39 -2.40
H 5.15 -4.08 0.01
H 3.43 -3.11 1.46
H -0.87 -3.93 -0.89
H -2.10 -6.01 -0.53
H -2.29 -6.97 1.74
H -1.22 -5.84 3.65
H 0.01 -3.75 3.32
H -0.92 2.74 2.27
H -2.03 3.59 4.28
H -1.41 2.72 6.51
H 0.33 0.98 6.71
H 1.49 0.16 4.73
H 1.23 3.81 2.15
H 2.89 5.57 1.78
H 5.19 4.98 1.08
H 5.80 2.61 0.72
H 4.13 0.85 1.02
O -1.02 1.10 -1.81
S -1.31 2.40 -1.10
O -1.07 3.58 -1.86
O -0.55 2.26 0.16
C -3.02 2.30 -0.72
C -3.85 3.34 -1.10
C -5.22 3.23 -0.88
C -5.74 2.09 -0.31
C -4.90 1.05 0.08
C -3.52 1.15 -0.11
P -2.46 -0.22 0.44
C -3.05 -1.65 -0.49
C -2.53 -1.83 -1.77
C -2.99 -2.86 -2.58
C -3.97 -3.72 -2.10
C -4.49 -3.55 -0.83
C -4.04 -2.51 -0.03
C -2.92 -0.44 2.18
C -3.44 0.62 2.93
C -3.71 0.44 4.28
C -3.46 -0.77 4.89
C -2.95 -1.83 4.15
C -2.68 -1.66 2.80
H -3.43 4.22 -1.58
H -5.88 4.04 -1.18
H -6.81 1.99 -0.16
H -5.32 0.16 0.53
H -1.80 -1.13 -2.17
H -2.59 -2.98 -3.58
H -4.33 -4.52 -2.73
H -5.26 -4.21 -0.46
H -4.47 -2.38 0.96
H -3.63 1.58 2.48
H -4.12 1.27 4.85
H -3.69 -0.91 5.94
H -2.78 -2.79 4.62
H -2.33 -2.50 2.23
C 1.26 3.34 -4.00
N 1.23 2.09 -3.24
C 2.07 1.78 -2.28
N 3.06 2.60 -1.95
S 2.01 0.21 -1.50
H 0.63 3.22 -4.87
H 2.27 3.55 -4.34
H 0.88 4.16 -3.39
H 0.44 1.48 -3.34
H 3.20 3.48 -2.41
H 3.69 2.34 -1.21
*
```

Results
E: -5198.30296 a.u.
Largest force on an atom: 0.9 eV/Å
Molar mass: 885.77 g mol⁻¹
HOMO level (spin up / spin down): -13.21 / -13.62 eV
Energy relative to the best compared isomer or geometry (same formula, charge and spin): 10.1 kJ/mol
⟨S²⟩: 8.77

These are the Löwdin partial charges, in e, on atoms 1 to 4:
1 Fe 0.458
2 C -0.380
3 C -0.385
4 P 1.029

---

One molecule with the formula C27H28N4O5 at a distorted geometry. Source: OMol25; level of theory: the ωB97M-V functional and the def2-TZVPD basis.

```
! wB97M-V def2-TZVPD RIJCOSX def2/J DEFGRID3
* xyz 0 1
C 2.99 -1.30 -2.13
C 2.64 -2.40 -1.17
O 3.14 -3.49 -1.22
C 1.65 -2.05 -0.10
C 1.53 -2.95 0.96
C 0.68 -2.67 2.02
C -0.04 -1.49 2.03
C 0.06 -0.60 0.97
N -0.74 0.57 0.96
C -0.29 1.83 1.20
O -1.06 2.78 1.26
C 1.21 2.07 1.35
N 1.94 1.05 2.05
C 2.99 0.41 1.48
O 3.39 0.67 0.35
C 3.56 -0.66 2.29
C 4.57 -1.54 1.99
C 4.66 -2.42 3.10
C 3.71 -2.01 3.98
O 3.03 -0.96 3.51
C -2.20 0.39 0.98
C -2.94 1.32 -0.01
O -4.08 1.64 0.21
N -2.27 1.60 -1.14
C -2.73 2.59 -2.08
C -2.40 2.17 -3.52
C -1.42 3.22 -4.06
C -0.82 3.86 -2.82
C -2.01 3.93 -1.86
C -2.60 -1.02 0.63
C -3.38 -1.77 1.50
C -3.74 -3.06 1.13
N -3.38 -3.61 -0.02
C -2.66 -2.89 -0.86
C -2.25 -1.59 -0.59
C 0.90 -0.88 -0.10
H 3.33 -0.43 -1.57
H 2.12 -1.02 -2.73
H 3.78 -1.64 -2.80
H 2.11 -3.86 0.94
H 0.60 -3.36 2.84
H -0.69 -1.26 2.86
H 1.66 2.14 0.35
H 1.31 3.04 1.84
H 1.68 0.83 3.00
H 5.16 -1.55 1.10
H 5.35 -3.23 3.22
H 3.42 -2.38 4.95
H -2.59 0.65 1.98
H -1.28 1.40 -1.16
H -3.81 2.68 -1.90
H -3.29 2.10 -4.13
H -1.93 1.18 -3.51
H -0.67 2.79 -4.72
H -1.97 3.98 -4.63
H -0.39 4.84 -3.02
H -0.03 3.23 -2.41
H -1.72 4.05 -0.82
H -2.66 4.75 -2.14
H -3.69 -1.37 2.45
H -4.34 -3.68 1.78
H -2.40 -3.37 -1.79
H -1.68 -1.05 -1.32
H 0.97 -0.18 -0.92
*
```

Results
E: -1640.94795 a.u.
SMILES: CC(=O)c1cccc(N(C(=O)CNC(=O)c2ccco2)[C@@H](C(=O)NC2CCCC2)c2ccncc2)c1
Largest force on an atom: 1.3 eV/Å
Molar mass: 488.54 g mol⁻¹
HOMO level: -9.11 eV
Energy relative to the best compared isomer or geometry (same formula, charge and spin): 210.7 kJ/mol

These are the Löwdin partial charges, in e, on atoms 1 to 4:
1 C -0.004
2 C -0.396
3 O 0.089
4 C -0.138

---

C8H12BiCl3GeN3O2 as an isolated structure. Source: OMol25; level of theory: the ωB97M-V functional and the def2-TZVPD basis.

```
! wB97M-V def2-TZVPD RIJCOSX def2/J DEFGRID3
* xyz 2 2
Bi 0.92 -1.14 0.89
N -0.71 -1.06 2.64
C -0.44 0.00 3.65
C -0.12 1.29 2.93
N 1.08 1.10 2.07
H -1.60 -0.89 2.17
H -0.81 -1.97 3.10
H 0.40 -0.32 4.26
H -1.30 0.13 4.31
H 0.05 2.09 3.65
H -0.94 1.59 2.29
H 1.92 1.15 2.64
H 1.15 1.86 1.41
O -2.02 0.06 -1.68
C -0.86 0.12 -1.17
O -0.68 0.17 0.09
C 0.33 0.09 -2.05
C 0.29 0.38 -3.39
C 1.50 0.33 -4.09
C 2.65 -0.04 -3.43
C 2.58 -0.36 -2.07
N 1.44 -0.28 -1.39
H -0.64 0.65 -3.87
H 1.53 0.57 -5.15
H 3.60 -0.09 -3.94
H 3.46 -0.69 -1.54
Cl -3.88 -0.11 0.99
Ge -3.37 -1.05 -0.87
Cl -4.89 -0.80 -2.31
Cl -0.67 -2.80 -0.14
*
```

Results
E: -4298.48156 a.u.
Largest force on an atom: 0.3 eV/Å
Molar mass: 570.15 g mol⁻¹
HOMO level (spin up / spin down): -15.44 / -17.05 eV
⟨S²⟩: 0.75

These are the Löwdin partial charges, in e, on atoms 1 to 4:
1 Bi 1.601
2 N -0.111
3 C -0.203
4 C -0.217

---

A 2-piece molecular cluster, C2ClFN3O3 overall at a distorted geometry. Source: OMol25; level of theory: the ωB97M-V functional and the def2-TZVPD basis.

```
! wB97M-V def2-TZVPD RIJCOSX def2/J DEFGRID3
* xyz -1 3
C 0.97 0.30 -2.01
C -1.90 -0.13 -0.55
N 0.59 -0.30 -2.95
N 1.37 1.18 -1.19
N 0.97 1.10 0.34
O -1.84 -1.25 -0.71
O -2.07 1.00 -0.36
O 0.59 0.00 0.67
F 0.69 -1.34 4.19
Cl 0.62 -0.56 2.58
*
```

Results
E: -1026.11741 a.u.
Largest force on an atom: 4.6 eV/Å
Molar mass: 168.49 g mol⁻¹
HOMO level (spin up / spin down): -3.64 / -5.43 eV
Energy relative to the best compared isomer or geometry (same formula, charge and spin): 0.0 kJ/mol
⟨S²⟩: 2.03

These are the Löwdin partial charges, in e, on atoms 1 to 4:
1 C -0.454
2 C -0.495
3 N 0.137
4 N 0.094

---

Which value of E does entry 2 give? -11012.54416 a.u.

---

Look up the largest force on an atom of the sixth one. 4.6 eV/Å

---

What did the second record say?
A 9-piece molecular cluster, C21H41BBrCl16O3 overall at a distorted geometry. Source: OMol25; level of theory: the ωB97M-V functional and the def2-TZVPD basis.

```
! wB97M-V def2-TZVPD RIJCOSX def2/J DEFGRID3
* xyz -1 1
C -3.68 -3.90 2.24
C -4.91 -3.18 2.72
O -5.94 -3.41 1.76
B -5.72 -2.34 0.75
O -5.51 -1.13 1.65
C -4.89 -1.64 2.75
C -3.58 -0.98 3.11
C -2.92 -0.54 1.91
O -2.43 -1.18 1.10
Br -2.96 1.42 1.69
H -3.94 -4.55 1.48
H -2.93 -3.25 1.88
H -3.23 -4.47 3.01
H -5.27 -3.56 3.64
H -6.70 -2.29 0.01
H -4.63 -2.50 0.14
H -5.53 -1.41 3.57
H -3.78 -0.15 3.72
H -2.95 -1.65 3.64
Cl -0.79 4.09 3.32
C 0.64 3.48 4.20
C 0.71 1.98 4.19
Cl -0.57 1.21 5.16
H 0.61 3.87 5.21
H 1.51 3.88 3.69
H 1.66 1.66 4.61
H 0.63 1.59 3.18
Cl 2.70 -0.30 -2.77
C 1.27 -1.03 -1.98
C 1.11 -0.57 -0.56
Cl 2.40 -1.20 0.50
H 1.38 -2.11 -2.04
H 0.40 -0.73 -2.56
H 0.17 -0.94 -0.17
H 1.12 0.51 -0.49
Cl 4.86 0.23 3.68
C 5.63 -0.23 2.13
C 7.10 -0.46 2.28
Cl 7.99 1.05 2.61
H 5.41 0.54 1.41
H 5.14 -1.15 1.81
H 7.50 -0.87 1.35
H 7.32 -1.16 3.08
Cl -7.95 3.06 -1.03
C -6.63 1.92 -0.61
C -6.71 1.43 0.81
Cl -6.35 2.73 1.99
H -5.69 2.42 -0.80
H -6.72 1.07 -1.28
H -5.96 0.65 0.97
H -7.68 1.03 1.05
Cl 2.78 1.36 7.12
C 4.18 0.74 8.02
C 4.28 -0.76 7.94
Cl 2.97 -1.58 8.82
H 4.09 1.08 9.05
H 5.07 1.19 7.58
H 5.22 -1.08 8.39
H 4.26 -1.10 6.91
Cl 7.97 0.38 -6.25
C 6.52 -0.35 -5.49
C 6.34 0.09 -4.07
Cl 7.61 -0.56 -2.99
H 6.62 -1.43 -5.56
H 5.67 -0.04 -6.08
H 5.39 -0.28 -3.69
H 6.35 1.17 -3.98
Cl 0.65 1.24 -5.74
C 0.79 -0.11 -6.89
C 1.60 -1.24 -6.32
Cl 3.32 -0.82 -6.14
H 1.23 0.27 -7.81
H -0.22 -0.46 -7.10
H 1.56 -2.10 -6.99
H 1.23 -1.54 -5.35
Cl -2.72 0.49 -6.38
C -2.57 2.08 -7.16
C -3.84 2.88 -7.08
Cl -5.14 2.18 -8.09
H -2.26 1.93 -8.19
H -1.77 2.61 -6.64
H -3.66 3.89 -7.45
H -4.21 2.94 -6.06
*
```

Results
E: -11012.54416 a.u.
Largest force on an atom: 3.9 eV/Å
Molar mass: 999.52 g mol⁻¹
HOMO level: -4.69 eV

These are the Löwdin partial charges, in e, on atoms 1 to 4:
1 C -0.037
2 C -0.335
3 O -0.087
4 B -0.573

---

largest force on an atom of number 1 (C14H30AgN2NiO10)? 9.1 eV/Å